[1]
DFT (ωB97M-V/def2-TZVPD) results for a structure of composition C25H30N6OS4Tl.

Each line ends with the Löwdin charge.
Cartesian coordinates (Å):
1 Tl -1.841 0.137 -3.321  0.66
2 S 0.833 -0.019 -2.123  0.39
3 S 2.515 1.681 -0.554  0.85
4 S -1.052 -0.003 1.120  0.73
5 S -1.817 -3.355 -2.212  0.57
6 O -3.528 0.218 -1.643  -0.31
7 N -0.490 -2.198 2.538  -0.05
8 N 0.332 -4.253 -3.556  0.10
9 N -1.270 2.081 -1.535  -0.03
10 N 0.002 2.359 -1.030  -0.09
11 N 0.685 -3.115 -1.538  0.07
12 N 1.283 -1.036 1.619  -0.06
13 C -3.606 2.615 -1.415  -0.13
14 C 2.361 3.130 0.541  -0.42
15 C -5.586 1.311 -1.915  -0.04
16 C 3.529 2.332 4.063  -0.10
17 C -5.757 3.708 -1.776  -0.14
18 C -0.061 -1.139 1.809  -0.85
19 C -0.201 -3.606 -2.488  -0.87
20 C -4.184 1.323 -1.659  -0.45
21 C 1.196 1.795 3.877  -0.09
22 C -4.411 3.757 -1.474  -0.08
23 C 1.200 2.235 2.567  -0.07
24 C 0.886 1.468 -1.260  -1.17
25 C 1.633 -4.402 -3.635  -0.32
26 C 2.360 1.846 4.634  -0.11
27 C 2.289 -1.740 2.378  -0.11
28 C 3.532 2.763 2.743  -0.06
29 C -1.910 3.800 0.077  -0.03
30 C -1.891 -2.529 2.699  -0.11
31 C -2.203 2.785 -1.003  -0.29
32 C 2.539 -3.945 -2.653  0.01
33 C -6.340 2.457 -1.983  -0.13
34 C 2.367 2.721 1.981  -0.30
35 C 2.818 -2.630 -0.500  -0.02
36 C 2.019 -3.258 -1.590  -0.29
37 C 2.146 -5.084 -4.870  -0.03
38 H 1.419 3.597 0.244  0.07
39 H -1.232 3.363 0.808  0.05
40 H -2.825 4.112 0.572  0.07
41 H -6.035 0.337 -2.073  0.10
42 H 0.275 -2.499 -0.842  0.09
43 H 3.195 3.791 0.305  0.07
44 H 0.276 1.405 4.304  0.11
45 H -2.013 -3.610 2.629  0.08
46 H -7.401 2.387 -2.200  0.09
47 H 4.442 2.374 4.645  0.09
48 H -3.954 4.723 -1.285  0.10
49 H 2.040 -4.407 -5.719  0.09
50 H -1.406 4.673 -0.343  0.09
51 H 3.603 -4.088 -2.753  0.11
52 H 1.547 -5.967 -5.081  0.08
53 H 2.412 -2.899 0.477  0.04
54 H 3.257 -1.299 2.154  0.10
55 H 2.744 -1.544 -0.602  0.05
56 H 0.305 2.154 1.967  0.05
57 H 3.195 -5.360 -4.773  0.07
58 H 2.339 -2.804 2.114  0.06
59 H 3.859 -2.940 -0.562  0.09
60 H 4.448 3.134 2.296  0.11
61 H -2.281 -2.184 3.660  0.08
62 H 1.556 -0.193 1.133  0.05
63 H 2.356 1.507 5.662  0.09
64 H 0.184 -2.888 2.822  0.11
65 H -6.345 4.615 -1.835  0.08
66 H -2.458 -2.047 1.906  0.04
67 H 2.122 -1.652 3.456  0.09

Values from the calculation:
HOMO energy (eV): -3.909
Net charge: -1
Gap between HOMO and LUMO (eV): 6.19


[2]
DFT (ωB97M-V/def2-TZVPD) results for a structure of composition C25H30N7PtS in a non-equilibrium geometry.

Each line ends with the Löwdin charge.
Cartesian coordinates (Å):
1 Pt 0.013 0.002 -0.003  1.04
2 S 0.029 -2.381 -0.010  0.66
3 N -0.003 -4.774 -1.160  -0.19
4 N -2.764 1.119 0.046  -0.05
5 N -1.996 0.015 0.207  -0.14
6 N 2.783 1.138 -0.050  -0.06
7 N 0.007 2.011 -0.001  -0.01
8 N 2.024 0.028 -0.212  -0.14
9 N -0.018 -4.768 1.157  -0.19
10 C 2.940 4.223 1.978  -0.17
11 C -0.738 -6.042 1.312  0.00
12 C 2.797 -0.884 -0.782  -0.09
13 C 4.083 -0.366 -1.007  0.03
14 C 1.592 4.633 1.974  0.03
15 C -0.654 3.906 -1.305  0.04
16 C -2.943 4.210 -1.972  -0.17
17 C -4.019 0.883 0.534  0.01
18 C 4.038 0.915 -0.544  0.01
19 C -3.278 3.006 -1.322  0.07
20 C 0.420 -4.161 2.410  -0.05
21 C 0.653 3.905 1.311  0.04
22 C 0.654 -6.083 -1.301  0.00
23 C -2.763 -0.906 0.772  -0.09
24 C 2.359 2.265 0.656  -0.08
25 C -4.054 -0.400 0.994  0.03
26 C 0.992 2.700 0.616  -0.18
27 C -0.984 2.696 -0.614  -0.18
28 C -3.986 5.004 -2.664  0.01
29 C 3.978 5.023 2.672  0.01
30 C 0.000 -4.123 -0.004  -0.63
31 C -2.348 2.251 -0.656  -0.08
32 C -1.598 4.630 -1.965  0.03
33 C 3.284 3.024 1.323  0.07
34 C -0.405 -4.157 -2.421  -0.05
35 H 1.177 -6.352 -0.390  0.10
36 H -1.457 -5.924 2.123  0.11
37 H -0.060 -6.850 1.583  0.11
38 H 0.833 -4.946 3.042  0.11
39 H 4.314 2.698 1.362  0.14
40 H 4.927 -0.871 -1.442  0.13
41 H 1.376 -6.010 -2.115  0.11
42 H -4.306 2.672 -1.363  0.14
43 H -0.420 -3.705 2.937  0.10
44 H 4.151 4.617 3.676  0.13
45 H -1.271 -6.296 0.403  0.10
46 H 0.459 -3.738 -2.940  0.10
47 H 4.786 1.689 -0.578  0.15
48 H 0.384 4.214 -1.322  0.14
49 H -4.155 4.601 -3.670  0.13
50 H -4.944 4.950 -2.147  0.11
51 H 3.671 6.059 2.795  0.11
52 H -2.366 -1.877 1.007  0.08
53 H 1.304 5.528 2.509  0.15
54 H -4.896 -0.914 1.423  0.13
55 H -1.316 5.529 -2.496  0.15
56 H -1.139 -3.378 -2.251  0.07
57 H 2.408 -1.858 -1.017  0.08
58 H -0.840 -4.928 -3.053  0.11
59 H -0.387 4.205 1.330  0.14
60 H -0.063 -6.860 -1.562  0.11
61 H -3.687 6.043 -2.783  0.11
62 H -4.774 1.650 0.568  0.15
63 H 4.936 4.978 2.154  0.11
64 H 1.184 -3.413 2.228  0.07

Values from the calculation:
HOMO energy (alpha / beta) (eV): -16.519 / -16.518
Relative energy (zero: lowest compared OMol25 entry of this formula, charge and spin) (kcal/mol): 33.9
Net charge: +3
Gap between HOMO and LUMO (alpha / beta) (eV): 4.61 / 4.60


[3]
DFT (ωB97M-V/def2-TZVPD) results for a structure of composition C25H31AsCl2N2O4Pt in a non-equilibrium geometry.

Each line ends with the Löwdin charge.
Cartesian coordinates (Å):
1 Pt -0.133 -0.283 -0.356  1.55
2 As 3.127 1.332 0.005  1.04
3 Cl 2.234 -3.875 -2.844  0.78
4 Cl 3.679 -6.420 1.637  0.77
5 O 0.683 -0.935 1.604  -0.13
6 O 0.989 -2.057 -1.014  -0.14
7 O 1.438 1.196 0.044  -0.61
8 O -1.094 1.539 0.532  -0.12
9 N -2.482 -1.534 2.778  -0.25
10 N -0.412 0.774 -1.956  -0.10
11 C -1.210 2.767 -2.953  0.04
12 C -3.591 -2.208 -2.077  -0.06
13 C 1.232 -1.980 1.949  -0.16
14 C 1.733 -3.025 1.053  -0.12
15 C -2.264 -2.248 0.400  -0.18
16 C -1.765 2.212 -0.536  -0.10
17 C 1.620 -2.944 -0.391  -0.36
18 C 3.867 0.147 -1.284  -0.17
19 C 3.591 3.110 -0.451  -0.18
20 C 0.182 0.427 -3.115  -0.07
21 C 3.886 0.929 1.697  -0.17
22 C -3.395 -3.035 0.130  -0.02
23 C -1.770 -2.341 1.830  -0.17
24 C 2.901 -5.055 -0.536  -0.08
25 C -1.795 -1.421 -0.629  -0.18
26 C 2.284 -3.999 -1.156  -0.60
27 C -4.057 -3.031 -1.073  -0.04
28 C -3.736 -2.045 3.280  -0.08
29 C -2.473 -1.411 -1.863  -0.09
30 C 0.104 1.227 -4.228  0.01
31 C -0.612 2.418 -4.147  0.01
32 C 2.366 -4.092 1.645  -0.05
33 C -1.094 1.923 -1.857  -0.21
34 C -2.404 -0.114 2.595  -0.09
35 C 2.936 -5.119 0.862  -0.68
36 H -3.618 -3.100 3.531  0.09
37 H -2.789 1.830 -0.555  0.15
38 H -3.752 -3.676 0.929  0.12
39 H -2.179 -0.811 -2.689  0.08
40 H 2.443 -4.163 2.722  0.12
41 H 3.113 3.358 -1.399  0.05
42 H -2.812 0.386 3.474  0.10
43 H 0.694 -0.528 -3.122  0.13
44 H -4.922 -3.660 -1.230  0.12
45 H -1.774 3.684 -2.855  0.14
46 H 1.400 -2.148 3.021  0.17
47 H -1.868 -3.382 2.143  0.14
48 H -2.951 0.268 1.717  0.08
49 H 3.595 -0.078 1.991  0.04
50 H -1.807 3.285 -0.345  0.15
51 H 3.233 3.780 0.329  0.06
52 H -0.707 -2.093 1.891  0.06
53 H 4.972 0.995 1.636  0.06
54 H 4.881 0.468 -1.517  0.06
55 H 4.672 3.199 -0.544  0.06
56 H 0.583 0.915 -5.145  0.13
57 H 3.256 0.183 -2.185  0.04
58 H -1.358 0.198 2.501  0.06
59 H -4.087 -2.178 -3.039  0.12
60 H -3.992 -1.512 4.196  0.09
61 H -0.204 1.935 0.658  0.10
62 H 3.888 -0.868 -0.889  0.05
63 H 3.361 -5.840 -1.120  0.13
64 H -4.583 -1.951 2.587  0.09
65 H 3.512 1.647 2.425  0.06
66 H -0.700 3.064 -5.010  0.14

Values from the calculation:
HOMO energy (alpha / beta) (eV): -12.767 / -12.767
Net charge: +2
Gap between HOMO and LUMO (alpha / beta) (eV): 4.48 / 4.48


[4]
DFT (ωB97M-V/def2-TZVPD) results for a structure of composition C25H31AsN6O2PtS5Se in a non-equilibrium geometry.

Each line ends with the Löwdin charge.
Cartesian coordinates (Å):
1 Pt -0.399 -2.312 0.158  0.33
2 Se 0.512 -0.378 1.402  0.73
3 As 0.122 -4.655 2.256  -0.62
4 S 0.912 -4.007 4.122  -0.30
5 S 1.190 -0.880 -2.922  0.58
6 S 1.394 -4.139 0.547  -0.13
7 S -0.301 -6.736 2.364  -0.31
8 S -1.728 -3.514 1.779  0.00
9 O 1.141 0.512 -2.523  -0.34
10 O 1.034 -1.103 -4.338  -0.32
11 N 6.737 -2.542 -1.564  0.08
12 N 0.114 -1.657 -2.007  -0.18
13 N -1.320 -3.338 -1.560  -0.03
14 N -1.977 0.957 0.860  -0.02
15 N -0.225 2.134 0.219  -0.01
16 N 0.180 -3.583 -3.393  0.13
17 C -3.893 3.665 -0.814  -0.11
18 C 1.889 2.859 1.303  -0.20
19 C 3.402 -0.996 -1.284  -0.06
20 C -1.374 -5.314 -2.856  -0.06
21 C -1.342 2.814 -0.209  -0.14
22 C 4.784 -2.692 -2.989  -0.04
23 C -2.783 -0.126 1.388  -0.18
24 C 2.802 -1.467 -2.440  -0.28
25 C -0.606 0.951 0.799  -0.58
26 C -2.705 -0.269 2.908  -0.22
27 C -3.025 1.011 3.678  -0.25
28 C 4.703 -1.355 -0.989  -0.03
29 C 3.483 -2.327 -3.283  -0.06
30 C -1.496 3.989 -0.927  -0.02
31 C -3.745 2.489 -0.086  -0.01
32 C 1.235 5.324 1.470  -0.11
33 C -4.493 1.429 3.588  -0.11
34 C 5.417 -2.188 -1.852  -0.33
35 C -1.807 -4.545 -1.788  -0.14
36 C -0.359 -4.771 -3.623  -0.14
37 C 1.231 3.953 2.145  -0.25
38 C -0.325 -2.884 -2.371  -0.54
39 C 1.151 2.541 0.002  -0.15
40 C -2.790 4.399 -1.228  -0.11
41 C -2.457 2.069 0.205  -0.14
42 H -2.766 0.852 4.728  0.10
43 H -4.889 4.004 -1.070  0.09
44 H 1.134 3.409 -0.655  0.12
45 H 1.652 1.746 -0.540  0.09
46 H -3.389 -1.070 3.194  0.11
47 H -1.789 -6.290 -3.057  0.09
48 H 0.623 5.314 0.568  0.05
49 H -1.702 -0.602 3.172  0.07
50 H -2.392 1.825 3.310  0.10
51 H 1.760 4.021 3.100  0.10
52 H -5.141 0.616 3.921  0.07
53 H -4.612 1.919 0.217  0.10
54 H 5.178 -0.983 -0.088  0.11
55 H -2.421 -1.060 0.937  0.01
56 H -4.685 2.302 4.216  0.06
57 H -0.645 4.555 -1.280  0.10
58 H 2.977 -2.687 -4.169  0.11
59 H 7.286 -2.841 -2.350  0.07
60 H 0.201 3.659 2.367  0.10
61 H 7.222 -1.918 -0.942  0.08
62 H -3.810 0.040 1.061  0.12
63 H 0.071 -5.318 -4.459  0.10
64 H 2.848 -0.348 -0.617  0.07
65 H -4.765 1.690 2.564  0.04
66 H 2.253 5.610 1.193  0.07
67 H -2.935 5.301 -1.809  0.09
68 H 2.909 3.154 1.039  0.12
69 H -2.559 -4.895 -1.089  0.10
70 H 5.328 -3.361 -3.646  0.10
71 H 1.946 1.946 1.896  0.06
72 H 0.831 6.087 2.138  0.07

Values from the calculation:
HOMO energy (eV): -0.727
Relative energy (zero: lowest compared OMol25 entry of this formula, charge and spin) (kcal/mol): 0.2
Net charge: -2
Gap between HOMO and LUMO (eV): 4.60